Molecular formula: C36H41BrIN6O2PTi
Method: DFT, ωB97M-V with the def2-TZVPD basis set

Computed properties:
Total energy   -161584.714 eV
HOMO-LUMO gap   6.29 eV
Net charge   0
HOMO level   -6.8 eV
Energy relative to the best compared isomer or geometry (same formula, charge and spin)   17.9 kJ/mol

Each line ends with the Löwdin charge.
CARTESIAN COORDINATES (ANGSTROEM)
Ti -0.38814 -0.59147 -0.16728  0.72
O 0.10275 1.03576 -0.68370  -0.32
C -0.20903 2.33690 -0.71046  -0.30
C 0.70803 3.25757 -1.20173  0.01
C 0.41622 4.60833 -1.18595  -0.07
C -0.80006 5.05933 -0.67534  -0.09
C -1.72059 4.13667 -0.21793  -0.04
C -1.45008 2.76783 -0.24765  -0.07
C -2.45702 1.78038 0.16713  -0.25
N -2.27797 0.48622 0.39088  0.02
C -3.49843 -0.04090 0.75362  -0.10
C -4.43149 0.93812 0.73702  -0.05
N -3.75608 2.08475 0.36483  0.12
H 1.64368 2.87444 -1.59173  0.12
H 1.13938 5.31801 -1.57158  0.11
H -1.02565 6.11741 -0.64204  0.10
H -2.66302 4.49291 0.18474  0.11
H -3.60971 -1.08329 0.99477  0.09
H -5.49080 0.92353 0.93264  0.11
H -4.17007 2.98273 0.19815  0.15
I -1.34385 -0.77917 -2.80069  0.24
C -1.43142 -2.50072 -0.06632  -0.29
C -2.48073 -3.35148 0.17523  -0.13
C -2.26312 -4.74081 0.39775  -0.09
C -1.00494 -5.28427 0.35757  -0.05
C 0.11023 -4.45942 0.05987  -0.17
C 1.43986 -4.93356 -0.08271  -0.03
C 2.45463 -4.05584 -0.37906  -0.09
C 2.20820 -2.66854 -0.53082  -0.13
C 0.93875 -2.16264 -0.43176  -0.20
C -0.12451 -3.07569 -0.13809  -0.29
H -3.50919 -2.99503 0.17547  0.08
H -3.11388 -5.38247 0.60991  0.10
H -0.85104 -6.34479 0.53941  0.11
H 1.64335 -5.99558 0.03725  0.11
H 3.46893 -4.42935 -0.48830  0.10
H 3.04968 -2.00677 -0.71208  0.07
Br -1.70831 -2.35771 5.19414  0.79
C -0.86127 -1.11434 4.06663  -0.65
C -0.40730 0.08924 4.55739  -0.09
C 0.21557 0.94847 3.68027  -0.02
C 0.33599 0.58008 2.35131  -0.10
N -0.13656 -0.57555 1.88468  -0.02
C -0.70886 -1.42111 2.72442  -0.13
H -0.53374 0.34290 5.60477  0.11
H 0.61840 1.89625 4.01162  0.12
H 0.85460 1.20835 1.63719  0.10
H -1.05332 -2.35875 2.31017  0.11
O 2.63725 0.52551 0.30337  -0.28
P 4.10964 0.35704 0.37444  0.56
N 4.76715 0.06634 -1.11439  -0.19
C 5.71143 -1.03111 -1.38984  -0.21
C 5.76374 -1.08703 -2.91484  -0.17
C 4.35236 -0.67002 -3.33614  -0.16
C 3.98813 0.42576 -2.33728  -0.17
N 4.83388 1.73421 0.99474  -0.18
C 6.22242 2.07810 0.60385  -0.19
C 6.19728 3.58818 0.29154  -0.16
C 4.71817 3.89264 0.04008  -0.18
C 4.03296 2.98174 1.04840  -0.19
N 4.60265 -0.92002 1.30960  -0.17
C 3.57982 -1.73475 2.02642  -0.18
C 4.15650 -1.88589 3.42852  -0.17
C 5.66235 -1.94506 3.16162  -0.17
C 5.85357 -0.86360 2.09975  -0.20
H 5.35352 -1.97499 -0.96933  0.10
H 6.69460 -0.83070 -0.95735  0.10
H 6.04638 -2.07703 -3.27217  0.11
H 6.49367 -0.36456 -3.29240  0.11
H 3.66150 -1.50954 -3.24336  0.11
H 4.30740 -0.30638 -4.36308  0.11
H 2.92354 0.46572 -2.12397  0.10
H 4.29924 1.40524 -2.71421  0.11
H 6.51560 1.50234 -0.27697  0.10
H 6.93007 1.85211 1.40315  0.10
H 6.83905 3.83573 -0.55268  0.11
H 6.54401 4.15604 1.15601  0.11
H 4.43588 3.59164 -0.97326  0.11
H 4.46793 4.94516 0.17914  0.11
H 2.99034 2.77452 0.82462  0.09
H 4.09079 3.41952 2.05036  0.11
H 3.47383 -2.70982 1.54865  0.09
H 2.60820 -1.25161 1.99470  0.09
H 3.77175 -2.77034 3.93664  0.11
H 3.92182 -1.00445 4.03451  0.11
H 5.92716 -2.92674 2.75903  0.11
H 6.27255 -1.75652 4.04592  0.11
H 6.73150 -1.04294 1.47332  0.11
H 5.96522 0.11333 2.57722  0.10